No. 1
Below is a structure of composition C44H64BrN8OPbSSi4Te, with properties calculated with the ωB97M-V functional and the def2-TZVPD basis.

Positions of all 125 atoms, in Å:
Pb: 0.582 -0.289 0.242
Br: -1.650 1.454 2.532
C: -0.261 2.632 3.086
C: -0.663 3.676 3.875
C: 0.283 4.581 4.381
C: 1.602 4.394 4.093
C: 2.034 3.315 3.288
C: 3.413 3.129 3.056
C: 3.845 2.042 2.358
C: 2.911 1.133 1.828
C: 1.535 1.274 1.925
C: 1.094 2.383 2.730
H: -1.711 3.800 4.110
H: -0.036 5.402 5.010
H: 2.348 5.077 4.486
H: 4.109 3.849 3.473
H: 4.903 1.870 2.196
H: 3.312 0.270 1.311
N: -7.467 1.172 -7.386
C: -6.665 0.945 -6.593
C: -5.663 0.669 -5.616
C: -4.493 0.001 -5.984
C: -3.523 -0.259 -5.036
C: -3.685 0.152 -3.714
C: -4.857 0.816 -3.355
C: -5.843 1.070 -4.291
C: -2.630 -0.134 -2.701
C: -2.107 1.025 -2.109
C: -2.441 2.336 -2.614
C: -1.852 3.248 -1.788
C: -1.185 2.485 -0.795
N: -1.302 1.188 -0.973
C: -2.431 -1.520 -2.510
C: -3.391 -2.490 -2.947
C: -2.946 -3.716 -2.505
C: -1.721 -3.456 -1.856
N: -1.408 -2.166 -1.860
H: -4.355 -0.308 -7.011
H: -2.618 -0.784 -5.310
H: -4.986 1.124 -2.326
H: -6.753 1.580 -4.005
H: -3.019 2.552 -3.498
H: -1.888 4.325 -1.850
H: -0.627 2.887 0.040
H: -4.309 -2.287 -3.474
H: -3.415 -4.679 -2.634
H: -1.064 -4.182 -1.389
C: 0.819 -3.606 5.677
Si: 2.100 -4.663 4.747
C: 1.164 -6.125 3.965
C: 3.167 -5.460 6.109
Si: 3.099 -3.321 3.083
Te: 1.026 -2.758 1.820
Si: 4.501 -4.644 1.739
C: 5.651 -3.600 0.641
C: 3.500 -5.692 0.509
C: 5.603 -5.873 2.689
Si: 4.438 -1.719 4.152
C: 5.551 -2.616 5.414
C: 5.700 -0.828 3.036
C: 3.440 -0.433 5.116
H: 0.064 -4.206 6.190
H: 0.304 -2.943 4.978
H: 1.309 -2.977 6.424
H: 0.483 -6.602 4.674
H: 1.862 -6.888 3.611
H: 0.578 -5.786 3.108
H: 2.630 -6.262 6.618
H: 3.457 -4.725 6.862
H: 4.085 -5.885 5.695
H: 5.075 -2.802 0.164
H: 6.129 -4.192 -0.144
H: 6.441 -3.124 1.226
H: 2.908 -5.037 -0.135
H: 2.800 -6.346 1.033
H: 4.137 -6.316 -0.123
H: 6.269 -5.351 3.380
H: 6.224 -6.473 2.022
H: 4.992 -6.557 3.282
H: 6.144 -3.383 4.908
H: 4.971 -3.115 6.192
H: 6.247 -1.930 5.902
H: 6.616 -1.417 2.951
H: 5.974 0.151 3.432
H: 5.310 -0.688 2.026
H: 2.746 -0.928 5.799
H: 2.846 0.185 4.440
H: 4.072 0.234 5.706
C: 4.238 -3.819 -3.395
N: 4.211 -2.592 -2.628
C: 3.122 -2.125 -1.966
N: 1.952 -2.708 -2.184
S: 3.337 -0.844 -0.901
H: 5.154 -3.843 -3.981
H: 3.397 -3.850 -4.089
H: 4.200 -4.709 -2.758
H: 5.083 -2.243 -2.268
H: 1.864 -3.456 -2.851
H: 1.073 -2.287 -1.877
C: 2.662 2.753 -4.295
N: 2.754 3.261 -2.943
C: 2.090 2.619 -1.917
N: 2.085 3.301 -0.729
O: 1.559 1.533 -2.078
H: 3.648 2.724 -4.762
H: 1.988 3.354 -4.913
H: 2.270 1.741 -4.234
H: 2.983 4.233 -2.836
H: 2.764 4.024 -0.568
H: 1.844 2.744 0.078
C: -4.652 -2.971 1.807
C: -3.307 -2.773 2.520
C: -3.487 -2.030 3.851
C: -2.634 -4.131 2.762
C: -2.451 -1.955 1.664
N: -1.766 -1.306 1.011
H: -5.273 -3.653 2.390
H: -4.492 -3.393 0.814
H: -5.174 -2.020 1.693
H: -4.118 -2.625 4.513
H: -3.949 -1.055 3.694
H: -2.520 -1.872 4.328
H: -3.288 -4.746 3.383
H: -1.675 -4.004 3.263
H: -2.453 -4.644 1.817

Properties
- HOMO level: -4.06 eV
- Total charge: -1
- Spin multiplicity: 1
- LUMO: 1.9872 eV



No. 2
Below is the molecule C20H16FN3O3S, with properties calculated with the ωB97M-V functional and the def2-TZVPD basis.

Positions of all 44 atoms, in Å:
C: 3.140 2.832 1.250
C: 1.877 2.535 0.525
S: 0.603 3.735 0.503
C: -0.402 2.685 -0.425
N: -1.647 3.014 -0.820
C: -2.273 2.121 -1.501
N: -1.770 0.916 -1.859
C: -2.601 -0.040 -2.570
C: -3.313 -0.904 -1.511
O: -4.471 -0.731 -1.207
N: -2.496 -1.820 -0.958
C: -2.826 -2.436 0.307
C: -2.388 -1.560 1.447
C: -2.741 -1.525 2.763
C: -2.001 -0.465 3.344
C: -1.258 0.068 2.341
O: -1.483 -0.589 1.187
C: -0.485 0.492 -1.473
O: -0.091 -0.618 -1.799
C: 0.222 1.473 -0.699
C: 1.535 1.394 -0.141
C: 2.397 0.210 -0.256
C: 3.661 0.309 -0.829
C: 4.470 -0.807 -0.944
C: 4.000 -2.019 -0.475
F: 4.786 -3.111 -0.579
C: 2.749 -2.144 0.103
C: 1.950 -1.023 0.210
H: 2.925 3.282 2.218
H: 3.711 1.918 1.398
H: 3.750 3.538 0.685
H: -3.283 2.341 -1.818
H: -1.959 -0.654 -3.204
H: -3.343 0.491 -3.167
H: -1.512 -1.790 -1.212
H: -3.910 -2.571 0.351
H: -2.341 -3.416 0.363
H: -3.440 -2.169 3.255
H: -2.027 -0.148 4.366
H: -0.559 0.880 2.312
H: 4.005 1.261 -1.204
H: 5.449 -0.747 -1.392
H: 2.417 -3.107 0.458
H: 0.973 -1.100 0.659

Properties
- HOMO level: -8.40 eV
- Spin multiplicity: 1
- Energy relative to the best compared isomer or geometry (same formula, charge and spin): 0.000 eV
- LUMO: 0.2608 eV



No. 3
Below is the molecule C4H8N2, with properties calculated with the ωB97M-V functional and the def2-TZVPD basis.

Positions of all 14 atoms, in Å:
C: 0.327 -1.143 -0.997
C: 0.954 -0.114 -0.068
C: -0.221 0.341 0.819
N: 0.034 1.671 1.356
C: -1.499 0.122 -0.009
N: -1.089 -0.703 -0.956
H: 0.432 -2.176 -0.634
H: 0.732 -1.123 -2.018
H: -1.711 -1.053 -1.676
H: 1.786 -0.487 0.527
H: 1.305 0.741 -0.659
H: -0.311 -0.340 1.682
H: -0.052 2.351 0.604
H: -0.687 1.913 2.030

Properties
- HOMO level: -8.28 eV
- Spin multiplicity: 1
- Energy relative to the best compared isomer or geometry (same formula, charge and spin): 1.762 eV
- LUMO: 0.9842 eV



No. 4
Below is a structure of composition C3H2CsLiO2, with properties calculated with the ωB97M-V functional and the def2-TZVPD basis.

Positions of all 9 atoms, in Å:
O: 1.885 -0.182 -0.270
C: 1.772 -1.448 -0.655
O: -1.496 0.618 0.827
C: -0.293 0.129 0.709
C: 0.774 0.632 0.048
Cs: -1.173 -2.630 -1.883
Li: -2.247 2.109 0.329
H: -0.170 -0.922 1.037
H: 0.948 1.693 -0.143

Properties
- HOMO level (alpha / beta): -3.42 / -3.80 eV
- Spin multiplicity: 1
- Energy relative to the best compared isomer or geometry (same formula, charge and spin): 2.810 eV
- LUMO (alpha / beta): -0.8325 / -0.9914 eV



No. 5
Below is a structure of composition C7H10O, with properties calculated with the ωB97M-V functional and the def2-TZVPD basis.

Positions of all 18 atoms, in Å:
C: 0.367 1.142 1.375
C: -0.468 1.568 0.087
C: -1.172 0.275 -0.564
C: -0.485 -1.185 -0.887
C: 1.054 -1.474 -0.878
C: 0.722 -0.055 0.508
C: -0.749 -0.700 0.515
H: 1.019 2.106 1.674
H: -0.286 0.577 2.260
H: -1.283 2.307 0.256
H: 0.485 2.391 -0.328
H: -2.202 0.314 -1.094
H: -1.318 -2.002 -1.342
H: 1.766 -2.637 -1.052
H: 1.538 -0.974 -1.882
H: 0.793 0.550 -0.272
H: -1.507 -1.230 1.297
O: 1.727 -0.974 0.325

Properties
- HOMO level: -9.29 eV
- Spin multiplicity: 1
- Energy relative to the best compared isomer or geometry (same formula, charge and spin): 10.030 eV
- LUMO: 1.0729 eV